# 1
This record from the OMol25 dataset describes an isolated molecule of C4H5NO. The level of theory is ωB97M-V/def2-TZVPD.

**Energy**: -285.3220 hartree
**ΔE to the lowest compared entry with this formula, charge and spin**: 58.1 kcal/mol
**SMILES string**: [H]/N=C/OCC#C
**Frontier orbital gap**: 11.1124 eV

Cartesian coordinates (Å):
N: -2.107 -0.639 -0.248
C: -1.701 0.452 0.246
O: -0.418 0.835 0.199
C: 0.442 -0.124 -0.418
C: 1.826 0.135 -0.045
C: 2.957 0.112 0.362
H: -3.105 -0.753 -0.098
H: -2.290 1.211 0.767
H: 0.275 -0.130 -1.499
H: 0.190 -1.120 -0.045
H: 3.931 0.022 0.779

=====

# 2
This record from the OMol25 dataset describes an isolated molecule of C4H5NO in a non-equilibrium geometry. The level of theory is ωB97M-V/def2-TZVPD.

**Energy**: -285.2786 hartree
**ΔE to the lowest compared entry with this formula, charge and spin**: 85.3 kcal/mol
**Frontier orbital gap (alpha / beta)**: 5.6069 / 7.9030 eV

Cartesian coordinates (Å):
O: 0.982 -1.548 0.380
C: 1.362 -0.386 -0.011
C: 0.414 0.654 -0.481
C: -0.735 0.556 0.458
C: -1.943 -0.016 0.044
N: -2.933 -0.523 -0.325
H: -0.016 -1.506 0.399
H: 2.436 -0.238 0.110
H: 0.938 1.619 -0.497
H: 0.133 0.426 -1.523
H: -0.659 1.015 1.435

=====

# 3
This record from the OMol25 dataset describes an isolated molecule of C4H5NO. The level of theory is ωB97M-V/def2-TZVPD.

**Energy**: -285.1959 hartree
**ΔE to the lowest compared entry with this formula, charge and spin**: 137.3 kcal/mol
**Frontier orbital gap (alpha / beta)**: 7.5178 / 7.5168 eV

Cartesian coordinates (Å):
O: -1.204 -0.564 -0.472
C: -1.346 0.382 0.449
N: -0.290 1.123 0.682
C: 0.839 0.922 -0.089
C: 0.074 -1.170 -0.518
C: 0.653 -2.200 -0.805
H: -2.250 0.418 1.040
H: -0.264 1.671 1.535
H: 0.695 1.085 -1.151
H: 1.751 1.323 0.341
H: 1.342 -2.990 -1.012

=====

# 4
This record from the OMol25 dataset describes a structure of composition C4H5NO. The level of theory is ωB97M-V/def2-TZVPD.

**Energy**: -285.2402 hartree
**ΔE to the lowest compared entry with this formula, charge and spin**: 109.4 kcal/mol
**Frontier orbital gap**: 8.7899 eV

Cartesian coordinates (Å):
C: 0.219 -0.815 0.301
C: 1.091 0.145 1.089
O: 0.920 1.338 1.128
C: -0.244 0.813 -1.592
N: -1.413 0.258 -1.401
C: -1.068 -0.224 -0.193
H: 0.820 -1.149 -0.556
H: 0.003 -1.679 0.950
H: 1.929 -0.329 1.640
H: -0.371 1.865 -1.895
H: -1.888 -0.225 0.529

=====

# 5
This record from the OMol25 dataset describes an isolated molecule of C4H5NO in a non-equilibrium geometry. The level of theory is ωB97M-V/def2-TZVPD.

**Energy**: -285.3349 hartree
**ΔE to the lowest compared entry with this formula, charge and spin**: 50.0 kcal/mol
**SMILES string**: N#CC[C@H]1CO1
**Frontier orbital gap**: 11.6708 eV

Cartesian coordinates (Å):
N: -0.989 -2.705 -1.547
C: -0.389 -1.852 -1.044
C: 0.088 -0.485 -0.827
C: -0.305 0.257 0.452
C: 0.583 1.136 1.237
O: -0.337 1.666 0.299
H: -0.557 -0.190 -1.676
H: 1.144 -0.331 -1.086
H: -1.165 -0.157 0.977
H: 0.341 1.352 2.282
H: 1.638 1.249 0.986

=====

# 6
This record from the OMol25 dataset describes an isolated molecule of C4H5NO. The level of theory is ωB97M-V/def2-TZVPD.

**Energy**: -285.1997 hartree
**ΔE to the lowest compared entry with this formula, charge and spin**: 134.8 kcal/mol
**Frontier orbital gap**: 8.3489 eV

Cartesian coordinates (Å):
C: 1.162 0.032 -0.606
C: 0.029 0.660 0.223
C: -1.292 0.359 0.019
O: -1.764 -0.854 0.274
C: 0.221 -1.020 1.399
N: -0.797 -1.614 0.975
H: 2.060 -0.113 -0.002
H: 0.881 -0.931 -1.036
H: 1.385 0.725 -1.425
H: 0.210 1.715 0.427
H: -2.096 1.041 -0.249

=====

# 7
This record from the OMol25 dataset describes an isolated molecule of C4H5NO in a non-equilibrium geometry. The level of theory is ωB97M-V/def2-TZVPD.

**Energy**: -285.2777 hartree
**ΔE to the lowest compared entry with this formula, charge and spin**: 85.9 kcal/mol
**Frontier orbital gap**: 9.3114 eV

Cartesian coordinates (Å):
O: 1.008 -0.235 1.252
C: 0.988 -1.544 1.288
C: 0.589 0.193 -0.058
C: -0.920 0.333 -0.162
C: -1.272 0.844 -1.489
N: -1.510 1.260 -2.541
H: 1.717 -1.778 2.082
H: 0.952 -0.574 -0.743
H: 1.126 1.124 -0.226
H: -1.286 1.022 0.603
H: -1.392 -0.645 -0.006

=====

# 8
This record from the OMol25 dataset describes an isolated molecule of C4H5NO in a non-equilibrium geometry. The level of theory is ωB97M-V/def2-TZVPD.

**Energy**: -285.3042 hartree
**ΔE to the lowest compared entry with this formula, charge and spin**: 69.2 kcal/mol
**SMILES string**: [H]/N=C/[C@H]1CC1=O
**Frontier orbital gap**: 8.6516 eV

Cartesian coordinates (Å):
O: -0.851 1.648 -1.365
C: -0.848 0.696 -0.684
C: -1.202 -0.508 -0.013
C: 0.234 -0.814 -0.381
C: 1.185 -0.061 0.364
N: 0.717 0.908 1.089
H: -1.910 -1.052 -0.641
H: -1.491 -0.458 1.037
H: 0.477 -1.614 -1.074
H: 2.253 -0.276 0.223
H: 1.435 1.531 1.444